(1)
The following is a quantum chemistry calculation of C12H24N2O3 as an isolated structure, from the OMol25 dataset.

Properties
ΔE to the lowest compared entry with this formula, charge and spin = 271.2 kcal per mole
multiplicity = 1
total charge = 0

Element x y z (Å)
C 1.1402 -0.9813 0.0435
C -0.2854 -0.6036 -0.3450
C 1.6475 -1.7643 -1.0977
C 3.3011 -2.0409 -1.1419
C 1.0161 -3.2271 -1.2107
C 1.4327 -4.0004 -2.5041
C -0.5544 1.2454 1.3002
C -1.0931 0.5210 2.7583
C -1.0004 2.5831 0.8634
C -0.2616 3.3800 -0.1476
C -2.6619 2.6712 0.7030
C -3.1753 4.2015 0.5051
H 2.0509 -1.6684 1.5613
H 0.8182 -2.4657 1.1600
H 1.9624 -0.2232 0.2724
H 1.5240 -1.3077 -2.0637
H 3.4854 -2.1095 0.0873
H 3.5518 -3.1029 -1.7717
H 4.0014 -1.0425 -1.8395
H 0.9500 -3.8032 -0.0167
H -0.1067 -2.9257 -1.5893
H 2.4736 -3.8785 -3.0291
H 0.6664 -3.6603 -3.3057
H 1.2005 -5.1532 -2.4962
H -2.1396 0.2120 0.2114
H 0.3867 0.8953 1.2725
H -1.0748 3.1535 1.9036
H 0.0463 4.4967 -0.0879
H 0.7272 2.7886 -0.0518
H -0.5581 3.1165 -1.2600
H -2.9857 1.9280 -0.1755
H -3.0929 2.1825 1.7096
H -2.1885 4.9983 0.1508
H -4.0809 4.3622 -0.5504
H -3.5836 4.7049 1.5925
H -0.0870 -1.0930 2.0008
N 1.1097 -1.5823 1.1945
N -1.0567 0.2400 0.2395
O -0.8588 -1.1875 -1.2998
O -1.8782 0.9715 3.6366
O -0.7683 -0.8307 2.8180

(2)
The following is a quantum chemistry calculation of one molecule with the formula C12H24N4O3, from the OMol25 dataset.

Properties
SMILES string = CNC(=O)[C@@H](C)NC(=O)[C@@H](CCCCN)NC(C)=O
ΔE to the lowest compared entry with this formula, charge and spin = 49.6 kcal per mole
multiplicity = 1
total charge = 0

Element x y z (Å)
C -4.4094 -2.6968 1.6360
N -3.4663 -2.5966 0.4762
C -2.5410 -3.5498 0.3539
O -2.6549 -4.6063 0.9736
C -1.2857 -3.1771 -0.4720
C -1.3869 -3.1253 -2.0010
N -0.6476 -1.8998 -0.0018
C -1.0211 -0.6384 -0.2203
O -1.9981 -0.2438 -0.9265
C -0.1221 0.5732 0.3817
C -0.9040 1.3545 1.5179
C -1.7220 2.6088 1.1085
C -0.8968 3.5186 0.1695
C -1.9051 4.6678 -0.2922
N -2.3077 5.6263 0.7522
N 1.1783 0.0283 0.7707
C 2.2192 0.1108 -0.0797
C 3.6676 -0.0025 0.3616
O 2.0424 0.2522 -1.3170
H -3.9437 -3.2136 2.5166
H -5.2452 -3.2257 1.2604
H -4.6452 -1.7115 2.1050
H -3.4287 -1.7701 -0.1309
H -0.6559 -4.0140 -0.2024
H -2.2232 -2.5836 -2.3137
H -0.5001 -2.7118 -2.4551
H -1.5962 -4.1362 -2.4928
H 0.1960 -1.9177 0.6436
H 0.0205 1.3163 -0.4141
H -1.4291 0.6907 2.1707
H -0.1806 1.7570 2.2044
H -1.9898 3.1178 1.9408
H -2.6747 2.2605 0.7245
H -0.1994 4.0117 0.6874
H -0.6562 3.1462 -0.9039
H -2.8409 4.3273 -0.7530
H -1.4677 5.2415 -1.1077
H -1.4997 6.1757 0.9886
H -3.0163 6.2366 0.3872
H 1.2667 -0.1889 1.7765
H 4.3288 0.4441 -0.4320
H 3.7592 -1.0584 0.5717
H 3.8137 0.5491 1.2901

(3)
The following is a quantum chemistry calculation of one molecule with the formula C12H24N4O5S2, from the OMol25 dataset.

Properties
SMILES string = CCCCS(=O)(=O)N1CN(S(=O)(=O)CCCC)[C@H]2NC(=O)N[C@H]21
ΔE to the lowest compared entry with this formula, charge and spin = 3.6 kcal per mole
multiplicity = 1
total charge = 0

Element x y z (Å)
C 2.9440 1.8946 1.7988
C 3.2319 2.8855 0.6794
C 2.4837 2.5660 -0.6155
C 3.0689 1.4150 -1.4167
S 2.6589 -0.2674 -0.8657
O 3.5958 -0.7524 0.1055
O 2.4732 -1.0631 -2.0468
N 1.1690 -0.1131 -0.0856
C 0.0011 -0.1754 -0.9442
N -1.1052 -0.2270 -0.0219
S -1.6689 1.3203 0.4335
O -0.8327 2.3308 -0.1481
O -1.8619 1.3404 1.8520
C -3.2745 1.3380 -0.3968
C -4.1266 0.2250 0.1775
C -5.5640 0.2308 -0.3501
C -5.6474 -0.0667 -1.8425
C -0.6477 -1.0599 1.0895
N -0.9341 -2.4445 0.8948
C 0.1778 -3.1744 0.5167
O 0.1762 -4.3052 0.1132
N 1.2604 -2.3807 0.7899
C 0.9064 -1.0125 1.0277
H 1.8733 1.8525 1.9885
H 3.2969 0.9033 1.5326
H 3.4455 2.2064 2.7124
H 2.9259 3.8819 1.0056
H 4.3062 2.9166 0.4828
H 2.5221 3.4502 -1.2584
H 1.4341 2.3741 -0.3890
H 2.7078 1.4222 -2.4418
H 4.1573 1.4373 -1.4182
H -0.0638 0.7173 -1.5643
H 0.0145 -1.0760 -1.5760
H -3.7059 2.3203 -0.2189
H -3.0550 1.2108 -1.4516
H -4.1349 0.3399 1.2628
H -3.6539 -0.7305 -0.0559
H -6.1318 -0.5248 0.1954
H -6.0206 1.2005 -0.1446
H -5.1782 0.7208 -2.4260
H -6.6868 -0.1419 -2.1518
H -5.1545 -1.0085 -2.0718
H -1.0858 -0.6672 2.0100
H -1.8569 -2.7629 0.6564
H 2.1931 -2.6169 0.4918
H 1.3967 -0.6217 1.9226

Record order is preserved below.
E_HOMO: -0.341, -0.339, -0.366 Ha
Record order is preserved below.
Max |F|: 7.54, 7.25, 1.16 eV Å⁻¹
Record order is preserved below.
M: 244.3, 272.3, 368.5 g/mol